112
Properties=species:S:1:pos:R:3 method="wB97M-V/def2-TZVPD" lumo_ha=-0.036 homo_lumo_gap_ev=4.01 multiplicity=1 energy_ev=-131434.736
C -3.592 2.204 7.923
C -3.458 2.948 6.479
O -2.926 2.062 5.456
P -3.574 2.499 3.918
O -2.950 3.831 3.485
C -2.992 1.165 2.702
C -2.751 1.713 1.215
C -1.877 0.582 0.417
C -2.406 0.342 -1.101
C -1.315 0.705 -2.240
C -0.614 2.126 -2.010
C -1.093 3.177 -3.174
C -0.089 4.397 -3.373
C 1.250 4.342 -4.168
C 2.078 5.649 -4.299
C 1.657 7.028 -3.692
C 0.329 7.069 -2.884
C -0.513 5.779 -2.741
N -0.387 -0.438 -2.628
C 0.396 0.059 -3.806
C 0.977 -0.967 -4.861
O -0.013 -1.608 -5.733
C 2.108 -1.990 -4.343
F 3.029 -1.393 -3.435
F 2.908 -2.271 -5.516
F 1.622 -3.251 -3.929
P 0.695 -0.970 -1.258
N 1.753 0.140 -0.823
C -1.279 -1.613 -2.909
C -2.264 -2.064 -1.740
C -3.077 -3.338 -2.344
Cl -2.574 -5.004 -1.717
C -4.103 -3.251 -3.314
C -4.906 -4.536 -3.889
Cl -4.632 -1.641 -4.026
N -3.133 -0.942 -1.318
C -4.100 -1.286 -0.264
C -5.239 -0.153 -0.012
O -5.681 0.114 1.139
Cl -5.969 0.832 -1.385
O -5.276 2.470 3.917
C -5.781 1.341 4.704
C -7.260 1.018 4.169
H -3.685 1.084 7.721
H -4.488 2.583 8.528
H -2.652 2.359 8.573
H -4.500 3.352 6.210
H -2.804 3.880 6.670
H -3.650 0.221 2.747
H -1.954 0.827 3.094
H -2.094 2.661 1.316
H -3.694 2.025 0.653
H -0.793 0.995 0.452
H -1.813 -0.401 1.030
H -3.206 1.173 -1.247
H -1.971 0.850 -3.189
H -0.932 2.658 -1.031
H 0.524 2.131 -1.999
H -2.080 3.625 -2.762
H -1.371 2.666 -4.156
H 1.539 3.344 -4.631
H 3.044 5.628 -4.911
H 2.307 7.953 -3.860
H -0.027 8.057 -2.441
H -1.505 5.869 -2.157
H -0.176 0.857 -4.419
H 1.306 0.636 -3.373
H 1.566 -0.306 -5.616
H 0.362 -2.498 -5.939
H -0.033 -1.352 -0.092
H 1.415 -2.165 -1.669
H 2.700 -0.257 -0.997
H -1.913 -1.319 -3.834
H -0.710 -2.564 -3.249
H -1.752 -2.476 -0.793
H -6.021 -4.219 -3.849
H -4.665 -4.715 -4.989
H -4.816 -5.452 -3.219
H -4.723 -2.235 -0.504
H -3.654 -1.488 0.777
H -5.833 1.703 5.801
H -5.110 0.417 4.690
H -8.063 1.390 4.901
H -7.450 1.504 3.145
H -7.367 -0.134 4.132
C 5.682 0.329 3.474
Si 6.312 -1.334 2.831
C 6.070 -2.579 4.219
C 8.154 -1.134 2.517
N 5.427 -1.741 1.404
Si 5.737 -3.199 0.539
C 5.407 -4.742 1.562
C 7.487 -3.291 -0.142
C 4.569 -3.272 -0.948
H 6.227 0.612 4.381
H 5.828 1.114 2.728
H 4.617 0.272 3.719
H 6.459 -2.176 5.160
H 6.602 -3.512 4.023
H 5.010 -2.804 4.362
H 8.336 -0.497 1.648
H 8.644 -2.097 2.355
H 8.637 -0.668 3.383
H 6.177 -4.895 2.320
H 5.404 -5.628 0.918
H 4.434 -4.681 2.057
H 7.755 -2.365 -0.657
H 7.570 -4.113 -0.862
H 8.218 -3.477 0.647
H 4.734 -2.414 -1.606
H 3.526 -3.262 -0.614
H 4.743 -4.188 -1.522